{
  "formula": "CH2N5OP",
  "method": "ωB97M-V/def2-TZVPD",
  "gap_ev": [7.2669, 7.2630],
  "species": ["C", "N", "N", "N", "N", "N", "O", "P", "H", "H"],
  "coordinates": [[-0.10387, -0.69736, 0.85880], [-1.15209, -0.95041, 0.12920], [-1.32912, 0.16026, -0.57193], [-0.36347, 1.07881, -0.34168], [0.37206, 0.58445, 0.67219], [1.41999, 1.14818, 1.17310], [-0.00846, -0.66739, -2.72597], [-0.99452, 0.31700, -2.43027], [0.35651, -1.42167, 1.54432], [1.80296, 0.44810, 1.69224]],
  "atomic_forces_ev_per_a": [[-0.2391, -1.2526, 1.1836], [0.6341, 0.1371, -0.2599], [-0.3848, 0.0453, -0.6359], [0.5783, 0.7005, 1.6264], [-0.0362, -0.3026, -2.2625], [-1.7762, 2.3972, -2.0292], [1.5379, -1.7415, -0.6931], [-1.5858, 1.5292, 1.0760], [-0.3392, 0.6742, -0.2876], [1.6111, -2.1867, 2.2823]],
  "lowdin_charge": [-0.1275, 0.0572, -0.3516, -0.0240, -0.2533, 0.0828, -0.4396, 0.9386, 0.1337, -0.0162]
}

---

{
  "formula": "C5H10O2",
  "method": "ωB97M-V/def2-TZVPD",
  "gap_ev": 9.9065,
  "smiles": "C[C@@H](O)CCC=O",
  "species": ["C", "C", "O", "C", "C", "C", "O", "H", "H", "H", "H", "H", "H", "H", "H", "H", "H"],
  "coordinates": [[0.43452, 0.04300, -2.12573], [0.70033, 0.74610, -0.75319], [-0.40825, 1.49429, -0.34391], [0.95858, -0.17881, 0.53917], [-0.21749, -0.20950, 1.83032], [-1.50377, -0.78012, 1.27551], [-2.08107, -0.31011, 0.31366], [1.31346, -0.42097, -2.60183], [-0.34698, -0.71517, -2.01790], [0.05687, 0.78457, -2.84990], [1.53766, 1.45626, -0.97202], [-1.11408, 0.81495, -0.13856], [1.03956, -1.21677, 0.21932], [1.86902, 0.17780, 1.02417], [-0.31867, 0.83687, 2.14476], [-0.01915, -0.78705, 2.77689], [-1.90054, -1.73533, 1.67924]],
  "atomic_forces_ev_per_a": [[-0.1186, -0.0574, 0.4194], [-0.3248, -0.2972, 0.6078], [-0.7344, 0.6468, -0.6656], [-0.4305, -0.4305, 0.7778], [0.7087, 0.0827, -1.2002], [0.1825, 0.1166, -0.4810], [-0.3504, -0.5461, 0.4532], [-0.1209, 0.0944, 0.4855], [0.0744, -0.0291, -0.0205], [0.1437, -0.0795, 0.4806], [-0.4420, -0.5723, 0.7915], [0.3705, 1.1531, -0.4594], [0.4082, -0.0823, 0.1602], [-0.0174, -0.4040, 0.0144], [-0.2912, -0.2002, -0.3044], [0.7593, 0.3117, -1.2955], [0.1831, 0.2933, 0.2364]],
  "lowdin_charge": [-0.0558, -0.4184, -0.1006, -0.0452, -0.0874, -0.2232, 0.0372, 0.0733, 0.0673, 0.0807, 0.1377, 0.0174, 0.0862, 0.0873, 0.1067, 0.1097, 0.1272]
}

---

{
  "formula": "C5H14O",
  "method": "ωB97M-V/def2-TZVPD",
  "gap_ev": 11.2266,
  "smiles": "CC(C)O.CC",
  "species": ["C", "C", "C", "O", "H", "H", "H", "H", "H", "H", "H", "H", "C", "C", "H", "H", "H", "H", "H", "H"],
  "coordinates": [[2.32533, 0.83725, -0.15548], [1.52343, 0.50618, -1.44204], [0.02564, 0.69442, -1.25513], [2.02706, 1.43552, -2.42279], [3.15441, 0.14602, -0.17034], [1.68476, 0.82301, 0.70009], [2.75112, 1.83132, -0.21589], [1.82412, -0.47885, -1.79945], [-0.12660, 1.77885, -1.20978], [-0.50404, 0.40620, -2.16762], [-0.31011, 0.22798, -0.33898], [1.45609, 1.47394, -3.20446], [-1.61899, -1.12333, 2.39653], [-2.32855, -1.33859, 1.07374], [-1.44419, -2.02736, 2.95968], [-0.68136, -0.61546, 2.15997], [-2.19708, -0.38098, 2.94711], [-2.01690, -0.63092, 0.31093], [-3.41294, -1.22258, 1.11063], [-2.13119, -2.34261, 0.72329]],
  "atomic_forces_ev_per_a": [[-0.1187, -0.1460, -1.5436], [0.5754, 1.1028, 0.1029], [0.6825, 0.7140, -0.7937], [-0.1649, 0.1758, -0.3082], [0.2274, -0.2161, 0.8227], [-0.0936, -0.4938, 0.7564], [-0.0726, 0.2611, -0.2192], [-0.4384, -0.3118, 0.1901], [-0.0516, -0.0717, 0.4193], [-0.2261, -0.4911, 0.3431], [-0.3264, -0.2233, -0.1301], [0.1062, -0.2491, 0.3258], [-0.1433, 1.4005, -0.5931], [-0.4866, -0.4020, -0.3571], [-0.0453, -0.0893, 0.2126], [0.2796, -0.3290, 0.3779], [0.1203, -0.2398, 0.5149], [0.1642, -0.0294, -0.0193], [-0.0219, -0.1544, 0.3198], [0.0340, -0.2071, -0.4208]],
  "lowdin_charge": [-0.0362, -0.4642, -0.0542, -0.0804, 0.0712, 0.0576, 0.0769, 0.1260, 0.0930, 0.0825, 0.0434, 0.0855, -0.1583, -0.1748, 0.0612, 0.0502, 0.0641, 0.0318, 0.0638, 0.0612]
}

---

{
  "formula": "C10H16FeO10",
  "method": "ωB97M-V/def2-TZVPD",
  "gap_ev": [3.7322, 3.7736],
  "total_charge": -2,
  "spin_multiplicity": 5,
  "species": ["Fe", "C", "O", "O", "O", "C", "O", "O", "O", "O", "C", "O", "C", "C", "C", "H", "H", "H", "H", "H", "H", "H", "H", "O", "C", "O", "C", "C", "C", "H", "H", "H", "H", "H", "H", "H", "H"],
  "coordinates": [[13.56250, 17.57856, 2.81452], [12.66180, 15.94635, 4.63265], [12.01839, 16.42018, 3.59949], [12.40040, 16.33413, 5.85388], [13.96954, 16.12504, 4.43171], [15.28394, 19.14437, 3.99952], [15.39275, 18.58880, 2.80983], [16.00956, 18.75920, 4.98640], [13.98836, 19.13548, 4.32681], [12.42646, 18.97618, 1.64279], [11.79486, 19.92540, 1.28601], [11.74942, 21.07809, 1.93121], [12.74229, 21.32512, 2.92936], [12.77825, 22.80185, 3.30302], [10.68761, 19.82941, 0.24935], [13.73335, 21.07215, 2.55492], [12.56848, 20.76454, 3.84789], [12.98376, 23.30931, 2.35026], [13.60142, 23.04776, 3.96809], [11.82620, 23.18487, 3.67315], [9.77461, 19.42288, 0.68187], [11.09945, 19.15748, -0.50300], [10.40107, 20.79256, -0.17030], [13.49964, 16.20209, 1.13826], [13.34089, 15.71287, 0.06996], [12.35124, 14.86381, -0.20047], [11.28752, 14.67331, 0.71748], [10.22027, 15.73074, 0.50649], [14.19751, 16.01279, -1.14670], [11.59303, 14.68250, 1.76934], [10.81268, 13.69911, 0.58201], [10.59747, 16.74862, 0.60655], [9.40255, 15.49656, 1.18547], [9.89529, 15.70318, -0.54108], [14.44003, 17.07304, -1.14399], [13.70196, 15.75073, -2.07796], [15.11637, 15.44253, -1.00770]],
  "atomic_forces_ev_per_a": [[1.0287, -0.1704, 2.7781], [4.4215, 8.3032, 3.4420], [-2.9396, -1.4279, -1.7220], [-2.6907, -3.5390, -0.9969], [0.7034, -2.9389, -1.7690], [-2.9778, -7.6922, 3.8977], [1.6437, 1.2610, -2.4786], [1.9761, 3.2296, -1.6258], [-1.0054, 2.7401, -0.6670], [0.5179, -0.3068, -0.9195], [-1.9790, -0.0150, 1.1697], [0.0204, 1.0402, -0.6078], [0.8726, 0.5300, 1.7367], [-0.3475, 0.1902, -1.7034], [0.6049, 0.1373, -0.3356], [-0.1723, -0.5113, -0.0016], [0.0645, -0.6773, -0.4532], [-0.0512, 0.4446, 0.1842], [-0.0835, -0.3267, 0.2262], [0.0385, -0.0920, 0.2167], [0.2340, -0.3117, 0.2222], [-0.4628, -0.0093, -0.2327], [0.3053, 0.0456, -0.0876], [0.4369, 0.4345, 0.5105], [-0.1987, 0.2974, -0.6455], [-0.1726, -1.0336, -1.1588], [-0.7619, 0.4209, 1.4119], [0.2820, -0.0145, -0.7798], [-0.1070, -0.1810, 0.4348], [0.5018, 0.4226, -0.1391], [0.4737, -0.1418, -0.6199], [0.0610, -0.0959, 0.7330], [-0.1070, 0.4191, -0.0154], [-0.3313, -0.3204, 0.0744], [0.0770, -0.0121, 0.1286], [0.0292, -0.1696, 0.0389], [0.0954, 0.0708, -0.2464]],
  "lowdin_charge": [0.8279, -0.8134, -0.2310, -0.1668, -0.2076, -0.8252, -0.2346, -0.1229, -0.2198, 0.0881, -0.5149, 0.0137, -0.2205, -0.0757, 0.0191, 0.1210, 0.1133, 0.0631, 0.0762, 0.0635, 0.0874, 0.0786, 0.0710, 0.1013, -0.5177, -0.0072, -0.2230, -0.0643, 0.0336, 0.1141, 0.1124, 0.0619, 0.0823, 0.0678, 0.0883, 0.0718, 0.0884]
}

---

{
  "formula": "C3H2N2O2",
  "method": "ωB97M-V/def2-TZVPD",
  "gap_ev": 9.5423,
  "smiles": "O=CC(=O)N1C=N1",
  "species": ["O", "C", "C", "O", "N", "C", "N", "H", "H"],
  "coordinates": [[2.61034, 0.06840, 0.51686], [1.62705, -0.60054, 0.30273], [0.21231, -0.06332, 0.61728], [-0.06021, 0.39657, 1.69340], [-0.73698, -0.35656, -0.41595], [-1.55812, 0.65788, -0.91117], [-2.23988, 0.20179, 0.01212], [1.68138, -1.64438, -0.06950], [-1.53591, 1.34018, -1.74577]],
  "atomic_forces_ev_per_a": [[-0.9582, -0.6045, -0.2715], [0.6184, 0.4719, 0.2455], [-0.4250, 0.1622, 0.4384], [0.2035, -0.1180, -0.6829], [0.3753, -0.4078, 0.3922], [-0.2762, -0.0074, 0.2421], [0.5265, 0.0978, -0.4104], [-0.0276, 0.2351, -0.0198], [-0.0368, 0.1707, 0.0664]],
  "lowdin_charge": [0.0877, -0.1538, -0.4159, 0.1322, 0.0500, -0.1949, 0.2397, 0.1276, 0.1273]
}

---

{
  "formula": "C17H27N8O7SZr",
  "method": "ωB97M-V/def2-TZVPD",
  "gap_ev": 7.7668,
  "total_charge": 3,
  "species": ["Zr", "C", "C", "N", "O", "C", "C", "N", "O", "H", "H", "H", "H", "H", "H", "H", "C", "C", "S", "O", "O", "C", "C", "N", "C", "N", "C", "C", "N", "O", "O", "C", "H", "H", "H", "H", "H", "H", "H", "H", "H", "H", "H", "H", "H", "C", "N", "C", "C", "C", "N", "C", "O", "N", "H", "H", "H", "H", "H", "H", "H"],
  "coordinates": [[1.72703, 0.14492, 0.47494], [5.47803, -2.39978, 0.48484], [4.21813, -1.68198, 0.75694], [3.24753, -1.44018, -0.07646], [3.23013, -1.78198, -1.40596], [3.95513, -1.04958, 2.11784], [4.81483, -1.22278, 3.30804], [2.88603, -0.36678, 1.97884], [2.05633, 0.53562, 2.44884], [5.55063, -2.79278, -0.52866], [5.60533, -3.23048, 1.18204], [6.32453, -1.72768, 0.65674], [4.00833, -2.31288, -1.68916], [5.78313, -0.74228, 3.16104], [5.00493, -2.27808, 3.49774], [4.34783, -0.78138, 4.18814], [-5.43467, 0.74082, -2.49736], [-5.04237, -0.67708, -2.13416], [-3.81147, -0.70028, -0.79986], [-2.42307, -0.64568, -1.29526], [-4.06027, 0.33782, 0.16054], [-3.95477, -2.33468, 0.03484], [-3.34517, -2.27448, 1.43164], [-2.15787, -1.43598, 1.44854], [-0.96507, -1.69458, 0.88414], [-0.18307, -0.60978, 0.92664], [-0.91717, 0.39652, 1.52384], [-2.14267, -0.11618, 1.84294], [-3.22637, 0.64682, 2.46844], [-3.06447, 1.83012, 2.41314], [-4.10817, 0.03332, 2.99254], [-0.49277, -2.96278, 0.27804], [-6.41997, 0.74572, -2.96016], [-4.73177, 1.18962, -3.19366], [-5.49697, 1.35352, -1.60046], [-4.62057, -1.23798, -2.96256], [-5.88967, -1.21318, -1.71576], [-3.45727, -3.04128, -0.62306], [-5.01227, -2.56968, 0.10494], [-3.09747, -3.27998, 1.77974], [-4.05877, -1.82708, 2.13024], [-0.53457, 1.40202, 1.70624], [-0.71527, -3.82668, 0.90634], [0.59563, -2.89628, 0.12594], [-0.97197, -3.12028, -0.69126], [3.56233, 4.26892, -0.84906], [2.31983, 3.59062, -1.17626], [1.39233, 4.19722, -1.97146], [0.21283, 3.59912, -2.25646], [-0.06647, 2.30422, -1.71036], [0.90323, 1.69482, -0.96836], [2.07413, 2.34042, -0.73846], [2.93683, 1.66792, -0.07206], [-1.21587, 1.70552, -1.91496], [3.38363, 5.33902, -0.75946], [4.30023, 4.10292, -1.63456], [3.95283, 3.88882, 0.09324], [1.65883, 5.17472, -2.34816], [-0.50927, 4.09342, -2.88516], [-1.91267, 2.18212, -2.46956], [-1.49047, 0.76562, -1.57996]],
  "atomic_forces_ev_per_a": [[-0.4284, -1.2433, -0.8091], [0.0801, -0.0863, -0.1387], [-0.5147, 0.0199, -0.4885], [0.6240, -0.2144, -0.1083], [0.3446, -0.3355, -0.0284], [-0.2712, 0.2304, 0.4533], [-0.0491, 0.1053, 0.1654], [1.5870, -0.7666, 0.6014], [0.0926, 0.2064, 1.1455], [0.0238, 0.0137, 0.0666], [-0.0766, -0.0262, 0.0300], [-0.0360, 0.0253, -0.0310], [-0.2760, 0.2799, 0.3838], [0.0662, 0.0436, -0.0778], [-0.0148, -0.0910, -0.0039], [-0.0008, -0.0175, -0.0757], [0.0838, 0.3037, 0.1260], [0.3112, -0.0973, 0.4391], [0.5896, -0.4252, -0.0018], [-0.4613, -0.5432, -0.5595], [-1.0012, 0.1165, -0.1423], [-0.0637, 0.7123, -0.6147], [-0.6576, -0.3235, 0.0642], [0.8479, 0.2915, 0.1404], [0.0709, -0.2503, 0.0797], [-1.3974, -0.3607, 0.2740], [-1.1500, 0.2135, 0.5071], [1.3260, 0.8087, -0.1847], [1.0239, -0.4173, -0.0872], [-0.0806, 0.7600, 0.0973], [-0.7033, -0.2429, 0.4703], [-0.1240, -0.1116, -0.0701], [0.0559, -0.1104, -0.0612], [0.0524, 0.0346, -0.0509], [-0.0637, 0.0940, -0.0023], [0.0606, -0.1749, -0.0308], [-0.0957, -0.1606, 0.0657], [-0.0365, -0.1089, -0.1001], [-0.1064, -0.1242, -0.0010], [0.0209, 0.1245, -0.0422], [0.3068, -0.2325, -0.1577], [-0.2734, -0.3179, 0.0266], [0.0691, 0.0400, 0.0161], [-0.3897, -0.1544, 0.0348], [0.0717, 0.0112, -0.0051], [0.9701, 0.3047, 0.1564], [-0.1385, -0.9683, 0.4169], [-0.9102, -0.1942, -0.2769], [0.3066, 0.0996, 0.0893], [-0.2197, 0.1141, -0.1055], [0.2885, 0.6401, -0.2520], [-0.5751, 1.3134, -1.2487], [0.7240, 0.8524, -0.0671], [0.2680, 0.0280, 0.0359], [-0.1087, -0.0961, 0.0356], [-0.0344, -0.0317, 0.0279], [-0.0792, 0.0647, -0.0898], [-0.0087, 0.0264, 0.0093], [-0.0608, 0.0443, -0.0448], [0.0352, 0.0409, 0.0088], [0.1060, 0.2637, -0.0095]],
  "lowdin_charge": [1.9259, 0.0456, -0.1766, -0.1183, 0.0216, -0.1730, 0.0406, -0.2404, -0.1253, 0.0958, 0.1245, 0.1303, 0.1339, 0.1191, 0.1123, 0.1127, -0.0905, -0.2491, 0.7661, -0.3616, -0.2765, -0.1472, -0.0886, 0.0609, -0.2938, -0.0929, -0.0408, -0.1147, -0.3643, 0.1557, 0.1472, 0.0498, 0.1024, 0.0804, 0.0795, 0.1150, 0.1108, 0.1083, 0.1215, 0.1546, 0.1294, 0.1418, 0.1124, 0.0833, 0.1039, 0.0450, -0.0121, 0.0399, 0.0641, -0.2905, 0.0586, -0.4555, -0.1045, 0.2489, 0.1194, 0.1238, 0.1096, 0.1639, 0.1397, 0.1462, 0.0715]
}

---

Calculated energy relative to the best compared isomer or geometry (same formula, charge and spin) (kJ/mol), listed in the same order as above: 165.7; 246.2; 83.5; 0.0; 373.2; 151.2